Below is a cluster of 2 separate species, C4H12S in total at a distorted geometry, with properties calculated with ωB97M-V/def2-TZVPD.

Values from the calculation:
Electronic energy, hartree: -557.72310
Highest occupied orbital energy, eV: -8.4
Largest force on an atom, eV/A: 5.174
LUMO energy, eV: 0.991
Structure (SMILES): CSC.CC
Relative energy (zero: lowest compared OMol25 entry of this formula, charge and spin), kJ/mol: 124.2

Geometry as XYZ:
```
17
Properties=species:S:1:pos:R:3:forces:R:3
H -2.548851 0.252738 1.726095 0.725 -0.558 -0.699
H -3.670807 0.570001 -0.400403 -0.132 -1.061 0.620
H -1.384750 0.619807 0.391892 -0.207 -0.855 0.745
H -3.787266 -1.343517 -0.224266 1.378 2.136 0.265
H -2.553459 -0.365462 -1.311315 -1.094 -0.699 2.165
H 1.778379 1.202268 -1.008867 -0.268 0.162 -0.028
C -3.100057 -0.383042 -0.237745 -0.642 -0.474 -4.101
H 0.334778 0.118793 -1.446472 1.795 0.028 0.301
S 2.245354 -0.997999 -0.158991 0.187 0.296 0.048
H 3.387797 -0.346475 1.811166 0.673 -0.592 1.241
H -1.513421 -1.085820 1.076951 0.141 0.214 -0.096
C 3.179888 0.178489 0.930881 -4.922 1.259 -0.976
C 1.472299 0.212248 -1.330621 -0.411 -0.879 0.269
C -2.056211 -0.179760 0.805932 -0.137 1.305 1.095
H 2.016791 -0.039913 -2.230413 -0.481 0.376 -0.597
H 3.970985 0.713389 0.469864 0.750 0.232 -0.362
H 2.228557 0.874253 1.136304 2.645 -0.890 0.108
```
Forces are in eV/Å.

Löwdin population analysis, charges in e, atoms 1 to 2: number 1, H, carries 0.08; number 2, H, carries 0.06